(1)
Entry from OMol25: a 2-piece molecular cluster, C56H63F3N5 overall (ωB97M-V with the def2-TZVPD basis set).

```
127
C56H63F3N5 ωB97M-V with the def2-TZVPD basis set
C 3.79165 0.25752 -0.39490
C 3.43984 1.71901 -0.60456
C 4.41680 2.39120 -1.56798
C 3.36188 2.45418 0.73449
C 4.50791 2.59744 1.51532
C 4.46381 3.31137 2.70481
C 3.28001 3.92292 3.11098
C 2.12401 3.81687 2.34479
C 0.82029 4.47613 2.79596
C 1.03270 5.81908 3.49821
C 0.03539 3.53615 3.70264
C 2.16778 3.03344 1.17716
N 0.98209 2.86692 0.37867
N 0.53213 3.91526 -0.35322
N -0.45442 3.40457 -1.13219
C -0.98148 4.20830 -2.22791
C -0.55977 3.97079 -3.55131
C 0.50938 2.92652 -3.89175
C 1.70145 3.56202 -4.60544
C -0.04621 1.78717 -4.74113
C -1.16039 4.68054 -4.59661
C -2.17634 5.59286 -4.32969
C -2.53955 5.87629 -3.01622
C -1.90763 5.22354 -1.95496
C -2.27965 5.56627 -0.51907
C -3.51561 4.78982 -0.07375
C -2.49903 7.06738 -0.31109
C -0.73359 2.08776 -0.76311
C -1.99925 1.47893 -1.08528
C -2.69600 0.69464 -0.11669
C -3.94224 0.15002 -0.40787
C -4.47792 0.32815 -1.68265
C -5.77544 -0.35969 -2.00284
F -6.13624 -0.23001 -3.30747
F -5.71246 -1.70313 -1.73526
F -6.80572 0.14952 -1.24756
C -3.86672 1.12690 -2.63832
C -2.64851 1.71362 -2.32739
C 0.22263 1.68896 0.17640
C 0.48195 0.47598 0.80618
H 3.05907 -0.21459 0.26831
H 3.78848 -0.28135 -1.35011
H 4.78561 0.17119 0.06088
H 2.44696 1.77074 -1.05570
H 4.12910 3.43359 -1.74943
H 5.43247 2.38070 -1.15521
H 4.42541 1.86847 -2.53231
H 5.43677 2.13772 1.17380
H 5.35617 3.39154 3.32348
H 3.25412 4.48417 4.04532
H 0.24351 4.65991 1.87902
H 1.65513 6.49035 2.89767
H 0.06839 6.31285 3.66633
H 1.51045 5.67911 4.47504
H -0.16475 2.58419 3.19790
H 0.61368 3.32476 4.61334
H -0.91979 3.98618 3.99825
H 0.85277 2.51226 -2.93696
H 2.13930 4.36639 -4.00416
H 2.47670 2.80844 -4.78901
H 1.39574 3.98275 -5.57275
H -0.86205 1.26275 -4.23012
H -0.43500 2.16700 -5.69723
H 0.74303 1.05583 -4.95783
H -0.83111 4.49795 -5.62550
H -2.68236 6.09488 -5.15493
H -3.31950 6.61397 -2.80735
H -1.42327 5.25468 0.09441
H -3.36004 3.70676 -0.16367
H -3.76080 5.01988 0.97217
H -4.38044 5.05666 -0.70189
H -1.65707 7.64461 -0.70697
H -3.41698 7.40285 -0.80917
H -2.59232 7.28631 0.75884
H -2.23529 0.54612 0.85976
H -4.49277 -0.41293 0.34123
H -4.31764 1.29515 -3.61031
H -2.17800 2.35377 -3.06195
H -0.19629 -0.34247 0.63139
H 1.30251 0.43381 1.50978
C 0.72798 -2.30369 -4.41297
N 0.61114 -2.87287 -3.07911
C 0.95901 -2.24898 -1.91926
C 0.76799 -3.13773 -0.82573
C 1.04041 -2.82560 0.50952
C 0.82949 -3.75756 1.59320
C -0.42508 -4.38942 1.74068
C -0.66766 -5.35305 2.70532
C 0.35275 -5.74132 3.61947
N 0.09817 -6.65062 4.60719
C -1.26279 -7.09846 4.87597
C -2.06276 -7.24961 3.59223
C -2.02613 -5.95506 2.78518
C 1.05187 -6.86374 5.68795
C 2.48277 -6.79844 5.17968
C 2.73255 -5.48913 4.43012
C 1.62512 -5.10555 3.50075
C 1.82467 -4.11645 2.54511
C 0.24337 -4.38920 -1.41655
C -0.02567 -5.68087 -0.96069
C -0.53724 -6.63983 -1.85655
C -0.73714 -6.33550 -3.21065
C -0.37445 -5.07994 -3.71992
C 0.12420 -4.15382 -2.81002
H 0.33990 -3.03017 -5.12443
H 0.14887 -1.37387 -4.48901
H 1.77553 -2.08414 -4.66547
H 1.38170 -1.24273 -1.89675
H 1.56629 -1.87809 0.68787
H -1.23559 -4.13454 1.05478
H -1.20506 -8.05938 5.40525
H -1.77625 -6.38765 5.55028
H -1.65380 -8.07369 2.99523
H -3.09839 -7.49157 3.83379
H -2.68651 -5.20760 3.25357
H -2.41729 -6.13351 1.77302
H 0.90821 -6.11428 6.48975
H 0.84662 -7.84751 6.13211
H 3.16883 -6.86829 6.02474
H 2.67868 -7.64888 4.51606
H 2.85489 -4.67477 5.16121
H 3.67697 -5.55600 3.87457
H 2.80671 -3.64594 2.46694
H 0.18138 -5.94622 0.07345
H -0.78178 -7.63812 -1.48560
H -1.17131 -7.08039 -3.87607
H -0.50858 -4.80839 -4.77000
```

Properties
LUMO: -4.07 eV
Charge: +1
Highest occupied orbital energy: -8.428 eV
Gap between HOMO and LUMO: 4.4 eV

Here are the Mulliken charges for atoms 1 to 99, given in e:
1. C -1.41
2. C 1.84
3. C -1.57
4. C 0.70
5. C -0.27
6. C -1.53
7. C -0.37
8. C 0.50
9. C 1.72
10. C -1.79
11. C -1.36
12. C -1.33
13. N 1.84
14. N -1.29
15. N 1.85
16. C -1.65
17. C 0.80
18. C 1.73
19. C -1.68
20. C -1.39
21. C -0.09
22. C -1.51
23. C -0.61
24. C 0.89
25. C 1.50
26. C -1.19
27. C -1.82
28. C -0.15
29. C 0.99
30. C -0.58
31. C -1.45
32. C 0.38
33. C 0.74
34. F -0.28
35. F -0.26
36. F -0.25
37. C -1.34
38. C -0.01
39. C 0.56
40. C -2.04
41. H 0.22
42. H 0.43
43. H 0.35
44. H -0.70
45. H 0.36
46. H 0.31
47. H 0.41
48. H 0.41
49. H 0.37
50. H 0.27
51. H -0.55
52. H 0.41
53. H 0.42
54. H 0.37
55. H 0.27
56. H 0.32
57. H 0.36
58. H -0.68
59. H 0.36
60. H 0.43
61. H 0.34
62. H 0.31
63. H 0.23
64. H 0.45
65. H 0.37
66. H 0.38
67. H 0.30
68. H -0.31
69. H 0.15
70. H 0.42
71. H 0.29
72. H 0.40
73. H 0.38
74. H 0.44
75. H 0.50
76. H 0.45
77. H 0.56
78. H 0.52
79. H 0.33
80. H 0.66
81. C -0.70
82. N 0.31
83. C -1.61
84. C 1.22
85. C -0.34
86. C 0.45
87. C -1.58
88. C 1.09
89. C 0.39
90. N 0.01
91. C -0.61
92. C -0.85
93. C -1.05
94. C -0.61
95. C -0.86
96. C -1.01
97. C 0.52
98. C -1.03
99. C 0.50

(2)
Entry from OMol25: a 11-piece molecular cluster, C56H66O27 overall (ωB97M-V with the def2-TZVPD basis set).

```
149
C56H66O27 ωB97M-V with the def2-TZVPD basis set
C -5.73630 0.42294 1.39121
C -5.87938 -0.54780 0.23601
C -6.66248 -1.82279 0.72012
O -7.85955 -1.73156 -0.18796
C -7.68151 -0.82249 -1.15194
O -8.33574 -0.77190 -2.15954
O -6.54157 -0.04057 -0.89957
H -6.70878 0.67175 1.85347
H -5.19026 1.36350 1.27185
H -5.27731 -0.16737 2.19331
H -4.82470 -0.78396 0.00494
H -7.05730 -1.73861 1.72736
H -6.14657 -2.75376 0.60774
C 0.92670 3.23416 5.61267
C 1.32763 2.02072 4.77338
C 0.64319 1.89133 3.40619
O 1.72882 1.37984 2.58171
C 2.87258 1.54315 3.23734
O 3.93871 1.35757 2.72367
O 2.72086 2.08416 4.41853
H 1.35939 3.17657 6.62794
H -0.15552 3.23762 5.80714
H 1.12072 4.20976 5.12625
H 1.16046 1.08761 5.39115
H 0.28490 2.85793 3.02388
H -0.13556 1.17095 3.21626
C 1.23528 2.38040 -4.72840
C -0.29007 2.73914 -4.69873
C -1.21676 1.62751 -4.24146
O -2.27964 2.43881 -3.62725
C -1.76023 3.61782 -3.22760
O -2.31564 4.37069 -2.54028
O -0.49009 3.75449 -3.72764
H 1.90037 3.07736 -5.23108
H 1.37990 1.42358 -5.26083
H 1.57631 2.11068 -3.68371
H -0.49473 3.07863 -5.73639
H -0.74613 1.05436 -3.47467
H -1.58910 0.98923 -5.06425
C -2.30281 -4.07064 -2.00082
C -2.08201 -4.46072 -0.47856
C -0.99315 -3.75300 0.30206
O -1.67477 -2.71468 0.93367
C -3.01702 -2.95997 0.95908
O -3.86147 -2.41302 1.57487
O -3.31702 -4.05149 0.23147
H -1.43394 -4.38108 -2.60860
H -2.51249 -2.99451 -2.09233
H -3.15447 -4.55584 -2.33747
H -1.93564 -5.55412 -0.37706
H -0.29139 -3.38858 -0.42922
H -0.44601 -4.28431 1.11734
C -7.32268 1.64119 -4.42739
C -5.84217 1.65373 -4.05929
C -5.56988 2.37700 -2.71846
O -4.56442 1.55930 -2.12350
C -4.54349 0.35295 -2.72435
O -3.90173 -0.59212 -2.30666
O -5.31368 0.34905 -3.83592
H -7.41176 1.04370 -5.37505
H -7.81115 2.61576 -4.66417
H -8.04606 1.12391 -3.70726
H -5.30317 2.14790 -4.86546
H -6.46005 2.30456 -2.14791
H -5.19140 3.41543 -2.81285
C 0.81745 4.71531 -1.22159
C 2.23374 4.40541 -1.24300
C 2.92192 4.15376 -0.07647
C 2.29604 4.24415 1.14153
C 0.97254 4.67385 1.13845
C 0.20176 4.84962 -0.00950
O -1.10939 5.28571 0.09692
O 4.25766 3.73050 -0.16484
H 0.30616 5.11222 -2.07590
H 2.68184 4.27238 -2.16432
H 2.77651 4.00922 2.10842
H 0.57496 4.82913 2.17171
H -1.59271 4.94272 -0.68866
H 4.32851 2.84784 0.21010
C 1.38461 -3.36435 4.00211
C 2.60920 -3.74635 3.54737
C 3.16909 -3.09882 2.49241
C 2.49169 -2.00073 1.97848
C 1.20758 -1.68267 2.32568
C 0.66392 -2.37566 3.37788
O -0.60196 -2.05455 3.82880
O 4.34201 -3.48240 1.84237
H 0.97776 -3.77081 4.91968
H 3.04788 -4.58408 4.04501
H 3.08204 -1.52097 1.20292
H 0.58442 -0.97983 1.81261
H -1.06928 -1.66120 3.10056
H 4.23361 -3.31222 0.90129
C -3.35809 1.11679 5.67017
C -3.13507 0.24646 4.62023
C -2.73823 0.79232 3.39126
C -2.87365 2.15655 3.14716
C -2.99384 3.07578 4.21228
C -3.20183 2.50183 5.48740
O -3.29897 3.19533 6.62805
O -2.27382 -0.11280 2.51312
H -3.49032 0.78145 6.63138
H -3.14406 -0.80764 4.73473
H -2.68965 2.58218 2.15802
H -3.17579 4.12521 4.00667
H -3.39530 4.17702 6.41712
H -2.22886 0.22677 1.56968
C 7.32134 -0.08531 -1.74186
C 6.23824 0.54588 -1.26510
C 5.55697 0.10628 -0.11135
C 6.01019 -0.95242 0.60640
C 7.09527 -1.66095 0.08892
C 7.77163 -1.22778 -1.03741
O 8.74140 -1.87496 -1.67298
O 4.40019 0.79418 0.18175
H 7.73502 0.18505 -2.70466
H 5.79477 1.39196 -1.79167
H 5.57364 -1.29683 1.52604
H 7.44862 -2.57029 0.51101
H 8.58039 -2.77879 -1.59953
H 4.07636 0.80203 1.17657
C 5.84860 -4.17517 -3.48545
C 5.10764 -3.34382 -2.66890
C 4.46583 -3.89397 -1.56503
C 4.65904 -5.23840 -1.22325
C 5.46060 -6.04058 -2.04431
C 5.97052 -5.53032 -3.21894
O 6.65556 -6.38007 -4.07772
O 3.73182 -3.04356 -0.72405
H 6.34739 -3.75467 -4.35936
H 4.91266 -2.31309 -2.78457
H 4.24380 -5.65210 -0.31149
H 5.67782 -7.06937 -1.72303
H 6.40977 -7.25573 -3.81909
H 3.52894 -2.24075 -1.23082
C -0.02075 1.12200 -0.03460
C 1.27603 0.93778 -0.45495
C 1.66917 0.03390 -1.43136
C 0.62781 -0.77133 -1.94764
C -0.67580 -0.63726 -1.54093
C -0.94895 0.33560 -0.60254
O -2.25595 0.39619 -0.24335
O 3.00185 -0.15043 -1.77310
H -0.33991 1.91598 0.64637
H 2.10066 1.57605 0.03290
H 0.75263 -1.56895 -2.67485
H -1.45701 -1.14873 -2.01844
H -2.85466 0.04436 -0.92442
H 3.47174 0.37208 -1.08739
```

Properties
LUMO: 0.30 eV
Highest occupied orbital energy: -7.927 eV
SMILES: C[C@H]1COC(=O)O1.C[C@H]1COC(=O)O1.C[C@H]1COC(=O)O1.C[C@H]1COC(=O)O1.C[C@H]1COC(=O)O1.Oc1ccc(O)cc1.Oc1ccc(O)cc1.Oc1ccc(O)cc1.Oc1ccc(O)cc1.Oc1ccc(O)cc1.Oc1ccc(O)cc1
Gap between HOMO and LUMO: 8.2 eV

Here are the Mulliken charges for atoms 1 to 99, given in e:
1. C -1.79
2. C 2.54
3. C -0.25
4. O -0.42
5. C 0.40
6. O -0.54
7. O -0.30
8. H 0.37
9. H 0.27
10. H 0.37
11. H -1.11
12. H 0.34
13. H 0.23
14. C -1.29
15. C 0.42
16. C 0.85
17. O 0.36
18. C 0.16
19. O -0.66
20. O -0.47
21. H 0.40
22. H 0.23
23. H 0.33
24. H 0.30
25. H -0.30
26. H -0.83
27. C -1.05
28. C 0.41
29. C 0.38
30. O -0.19
31. C 0.65
32. O -0.61
33. O -0.28
34. H 0.44
35. H 0.37
36. H -0.06
37. H 0.11
38. H -0.56
39. H 0.38
40. C -1.11
41. C 0.05
42. C -0.20
43. O 0.21
44. C 0.22
45. O -0.41
46. O -0.43
47. H 0.37
48. H 0.06
49. H 0.51
50. H 0.39
51. H 0.02
52. H 0.32
53. C -1.37
54. C 0.57
55. C -0.93
56. O 0.15
57. C 0.71
58. O -0.63
59. O -0.52
60. H 0.33
61. H 0.36
62. H 0.20
63. H 0.23
64. H 0.39
65. H 0.41
66. C -0.59
67. C -0.80
68. C 0.02
69. C 0.06
70. C -0.58
71. C 0.02
72. O -0.63
73. O -0.73
74. H 1.01
75. H 0.64
76. H 0.62
77. H 0.36
78. H 0.31
79. H 0.38
80. C -0.67
81. C -0.88
82. C -0.41
83. C 1.40
84. C 1.25
85. C -0.47
86. O -0.66
87. O -0.59
88. H 0.47
89. H 0.46
90. H -0.13
91. H 0.06
92. H -0.25
93. H 0.10
94. C -0.91
95. C -0.67
96. C 0.64
97. C -0.41
98. C -0.68
99. C 0.56